1.
91
Properties=species:S:1:pos:R:3:forces:R:3 method="wB97M-V/def2-TZVPD" e_lumo_ev=-5.23 multiplicity=1 gap_ev=6.654 total_charge=+1 homo_energy_ev=-11.9
C 7.424 1.229 -2.861 -0.24 0.10 -0.15
O 7.688 0.448 -1.661 0.42 -0.19 -0.07
B 8.470 -0.631 -1.780 -0.75 0.13 -0.23
O 8.221 -1.919 -1.968 0.06 0.10 0.74
S 10.346 -0.187 -1.546 0.30 0.12 0.14
Cl 11.400 -1.607 -2.431 0.12 -0.18 -0.10
H 7.622 2.277 -2.650 0.03 -0.07 0.06
H 8.043 0.877 -3.692 -0.04 0.10 0.02
H 6.378 1.096 -3.128 0.05 -0.01 0.04
H 7.323 -2.161 -1.680 0.02 -0.17 -0.48
H 10.405 0.766 -2.497 -0.03 0.04 -0.04
C 2.421 -0.379 -5.695 0.01 -0.04 -0.07
C 2.790 -1.762 -6.222 0.00 0.02 0.03
C 3.269 -2.720 -5.132 -0.01 -0.02 0.00
C 4.522 -2.262 -4.385 0.02 0.03 0.05
C 5.738 -2.000 -5.272 0.06 0.03 0.05
C 6.226 -3.233 -6.023 0.02 0.03 -0.01
H 3.279 0.131 -5.253 0.00 0.01 0.00
H 2.043 0.255 -6.497 -0.01 0.02 0.01
H 1.642 -0.452 -4.934 0.03 0.02 0.04
H 3.550 -1.666 -7.003 0.00 -0.03 0.00
H 1.918 -2.206 -6.707 0.00 0.01 -0.01
H 3.444 -3.705 -5.573 0.02 0.00 0.00
H 2.466 -2.857 -4.403 -0.01 0.00 -0.01
H 4.781 -3.028 -3.644 0.00 -0.01 -0.01
H 4.290 -1.355 -3.816 -0.02 0.00 0.00
H 6.553 -1.620 -4.640 0.02 -0.01 -0.02
H 5.518 -1.198 -5.982 -0.03 0.00 0.00
H 6.473 -4.041 -5.331 -0.02 -0.01 0.00
H 7.117 -3.012 -6.612 0.00 0.00 0.00
H 5.467 -3.605 -6.711 0.00 -0.01 0.00
C -0.048 -1.783 -2.753 -0.05 0.00 -0.05
C -0.818 -0.580 -3.287 0.04 0.00 0.00
C -0.744 0.646 -2.379 0.01 0.01 0.01
C -1.331 0.445 -0.980 0.01 0.00 0.00
C -2.792 0.000 -0.957 -0.03 0.01 0.03
C -3.746 1.005 -1.594 0.00 -0.02 0.01
H -0.451 -2.127 -1.799 0.01 0.00 0.01
H -0.099 -2.621 -3.450 0.02 -0.01 0.01
H 1.007 -1.537 -2.600 0.00 0.01 0.02
H -1.862 -0.860 -3.454 -0.01 0.01 0.01
H -0.425 -0.306 -4.269 -0.03 -0.01 -0.02
H -1.247 1.482 -2.870 -0.01 0.00 0.01
H 0.305 0.946 -2.276 0.00 0.00 -0.01
H -1.240 1.386 -0.428 -0.01 0.00 0.01
H -0.729 -0.284 -0.430 0.01 0.00 -0.01
H -3.086 -0.158 0.083 -0.01 -0.03 0.00
H -2.898 -0.971 -1.450 0.01 0.00 0.00
H -3.675 1.975 -1.097 0.01 0.01 -0.01
H -4.780 0.668 -1.518 0.00 0.00 0.01
H -3.530 1.156 -2.653 0.00 0.00 0.00
C -4.004 1.392 2.341 0.05 0.08 0.00
C -4.477 2.557 3.204 0.03 -0.04 0.03
C -5.773 2.269 3.958 -0.01 0.00 0.00
C -6.979 1.972 3.064 0.00 -0.01 0.01
C -7.314 3.071 2.056 -0.01 0.01 0.01
C -7.668 4.405 2.704 0.01 -0.01 -0.02
H -4.721 1.149 1.556 -0.01 0.00 0.01
H -3.056 1.632 1.854 0.01 -0.03 -0.01
H -3.851 0.497 2.949 -0.02 -0.02 -0.02
H -4.593 3.449 2.582 -0.01 0.01 0.01
H -3.698 2.799 3.934 0.01 0.01 -0.01
H -6.000 3.115 4.612 -0.01 0.00 0.00
H -5.614 1.412 4.622 0.01 0.00 0.00
H -7.850 1.800 3.704 -0.01 0.01 -0.01
H -6.814 1.035 2.526 0.01 -0.01 0.01
H -8.155 2.734 1.445 0.00 0.01 -0.01
H -6.477 3.210 1.366 0.00 -0.01 0.00
H -8.517 4.295 3.382 0.01 0.00 0.01
H -7.936 5.149 1.953 -0.01 0.00 0.00
H -6.834 4.809 3.280 0.00 0.00 0.00
C 0.095 -2.539 5.523 0.01 0.02 0.01
C -0.449 -1.715 6.686 0.00 -0.02 -0.01
C -1.912 -1.308 6.514 -0.01 0.02 0.01
C -2.193 -0.435 5.290 0.00 -0.04 -0.04
C -1.397 0.867 5.228 -0.05 0.08 0.00
C -1.686 1.811 6.391 0.03 0.00 -0.02
H 0.074 -1.979 4.587 0.00 0.00 0.00
H 1.128 -2.839 5.703 0.00 -0.01 0.01
H -0.495 -3.447 5.381 -0.01 0.01 -0.01
H 0.171 -0.824 6.823 -0.01 0.01 0.01
H -0.356 -2.291 7.609 0.01 0.00 0.00
H -2.245 -0.791 7.417 0.00 0.01 0.00
H -2.525 -2.212 6.442 0.01 -0.01 0.00
H -3.262 -0.194 5.273 0.00 0.01 0.01
H -2.003 -1.011 4.380 -0.01 -0.01 0.00
H -1.640 1.375 4.290 0.02 -0.01 -0.01
H -0.325 0.653 5.187 0.00 -0.03 -0.01
H -2.749 2.059 6.434 -0.01 -0.01 0.02
H -1.131 2.744 6.290 -0.01 0.01 -0.01
H -1.409 1.369 7.349 -0.01 0.00 0.00

2.
92
Properties=species:S:1:pos:R:3:forces:R:3 method="wB97M-V/def2-TZVPD" e_lumo_ev="-13.77 / -13.41" multiplicity=2 gap_ev="4.504 / 4.864" e_above_lowest_ev=0.875 total_charge=+4 homo_energy_ev="-18.3 / -18.3" s_squared=0.761
Tc -0.593 -0.919 0.350 -0.57 0.23 0.21
C -0.270 -3.706 1.191 0.03 0.19 0.08
N -0.289 -3.297 2.574 -0.02 0.23 0.09
C -0.240 -4.330 3.618 0.02 -0.07 -0.01
C -0.385 -3.512 4.900 0.00 -0.06 0.08
N -0.534 -2.119 4.425 0.02 -0.11 -0.17
C -0.546 -1.088 5.466 -0.03 0.10 0.03
C -0.444 -2.066 3.097 0.05 -0.66 0.18
N -0.492 -0.966 2.304 -0.08 0.30 -0.60
C -0.779 0.354 2.866 -0.02 0.29 -0.25
C -0.422 1.436 1.841 -0.14 -0.05 0.17
N -0.766 0.977 0.469 0.36 -0.32 0.06
C -0.972 1.894 -0.562 -0.15 0.18 -0.02
N -1.129 3.203 -0.451 0.07 -0.20 0.02
C -1.151 4.131 0.686 0.00 0.03 0.08
C -1.314 3.817 -1.783 0.04 0.06 -0.05
C -1.189 2.641 -2.745 -0.07 0.03 -0.07
N -1.073 1.490 -1.836 -0.03 -0.06 0.09
C -0.728 0.223 -2.435 0.10 0.02 0.08
H 0.429 -4.536 1.071 0.00 0.02 0.00
H 0.175 -2.918 0.552 -0.05 -0.18 -0.15
H -1.247 -4.008 0.818 0.00 0.00 -0.02
H 0.709 -4.864 3.560 -0.03 -0.01 0.02
H -1.052 -5.044 3.477 0.02 0.02 0.01
H 0.493 -3.579 5.542 -0.01 -0.01 -0.02
H -1.264 -3.786 5.483 0.04 -0.01 0.00
H -0.705 -1.603 6.410 0.00 0.02 0.00
H -1.366 -0.386 5.339 0.04 -0.01 0.02
H 0.411 -0.570 5.528 -0.02 0.01 0.02
H -0.211 0.542 3.773 0.00 0.05 -0.08
H -1.847 0.422 3.103 0.12 0.06 0.00
H 0.646 1.666 1.884 -0.01 -0.02 0.01
H -0.967 2.330 2.114 0.01 0.03 -0.03
H -0.212 4.119 1.233 0.00 -0.01 0.00
H -2.001 3.946 1.342 0.02 -0.01 0.00
H -1.272 5.128 0.271 0.00 0.00 0.00
H -0.538 4.565 -1.933 -0.01 0.01 0.00
H -2.291 4.298 -1.817 0.02 0.00 0.00
H -0.296 2.708 -3.366 0.04 -0.01 0.00
H -2.059 2.519 -3.390 0.03 0.01 0.01
H -1.414 0.018 -3.258 0.03 0.01 -0.01
H -0.873 -0.621 -1.753 -0.01 -0.21 -0.11
H 0.294 0.215 -2.821 0.01 -0.01 0.05
C 5.989 -1.794 -2.748 0.03 0.03 0.04
C 4.720 -2.499 -2.289 -0.05 -0.04 -0.03
C 3.448 -1.801 -2.756 0.01 -0.11 0.02
N 3.325 -0.452 -2.168 -0.10 0.11 0.01
C 2.608 -0.082 -1.146 0.10 -0.06 -0.04
S 1.749 -1.294 -0.211 0.12 -0.14 0.25
N 2.556 1.191 -0.722 -0.01 0.08 0.04
C 2.812 2.412 -1.487 -0.20 0.13 0.10
O 1.912 3.216 -1.455 -0.02 -0.12 -0.08
C 4.099 2.534 -2.150 0.09 0.15 -0.07
C 4.200 3.381 -3.262 0.04 -0.03 0.02
C 5.430 3.573 -3.864 -0.04 0.00 0.00
C 6.561 2.952 -3.344 0.00 0.00 -0.01
C 6.473 2.135 -2.220 -0.05 -0.01 0.04
C 5.245 1.919 -1.620 0.05 0.07 -0.04
H 6.866 -2.385 -2.492 0.01 0.01 0.01
H 6.112 -0.817 -2.272 -0.01 -0.03 -0.03
H 5.994 -1.654 -3.830 0.01 0.00 -0.02
H 4.700 -2.594 -1.200 -0.01 -0.02 0.01
H 4.687 -3.514 -2.692 0.01 0.01 -0.01
H 2.552 -2.362 -2.499 0.02 0.00 -0.01
H 3.461 -1.650 -3.836 0.01 -0.04 -0.01
H 3.946 0.257 -2.557 0.01 0.02 0.00
H 1.940 1.356 0.058 -0.02 -0.01 0.01
H 3.317 3.880 -3.640 -0.01 -0.01 0.00
H 5.515 4.216 -4.729 0.00 0.00 0.00
H 7.523 3.117 -3.809 0.01 0.00 0.00
H 7.366 1.689 -1.806 0.00 0.01 0.01
H 5.185 1.335 -0.709 -0.01 -0.06 -0.01
C -4.550 -0.367 -1.996 0.08 0.00 -0.06
N -5.045 -0.652 -0.646 0.13 -0.01 0.12
C -6.515 -0.776 -0.564 -0.10 -0.01 0.00
C -4.250 -0.985 0.356 -0.02 -0.10 0.16
S -2.703 -1.778 -0.100 0.28 0.31 -0.25
N -4.602 -0.874 1.625 0.06 0.04 0.00
C -5.638 0.068 2.079 -0.06 0.06 0.02
C -4.004 -1.661 2.700 0.00 -0.04 0.08
H -5.240 0.338 -2.457 0.01 0.00 0.00
H -4.521 -1.276 -2.599 0.00 0.03 0.00
H -3.562 0.090 -1.947 -0.07 -0.04 -0.02
H -6.841 -1.277 -1.474 -0.01 0.00 0.01
H -6.994 0.201 -0.506 -0.01 -0.02 0.00
H -6.794 -1.390 0.285 -0.01 0.00 -0.02
H -5.788 0.845 1.335 -0.01 -0.02 0.03
H -5.283 0.523 3.002 -0.01 0.00 0.00
H -6.579 -0.439 2.285 0.01 0.02 0.00
H -3.348 -2.428 2.299 -0.01 0.00 0.02
H -4.803 -2.145 3.262 0.02 0.00 0.00
H -3.456 -1.005 3.382 -0.05 -0.06 -0.03

3.
149
Properties=species:S:1:pos:R:3:forces:R:3 method="wB97M-V/def2-TZVPD" e_lumo_ev=-2.76 multiplicity=1 gap_ev=7.280 total_charge=+1 homo_energy_ev=-10.0
C 6.813 0.574 2.720 -0.46 0.67 -0.87
C 5.600 0.132 1.745 -0.26 0.46 0.57
C 4.131 0.498 2.372 3.45 2.15 0.45
C 4.095 2.109 2.451 -0.50 0.57 -0.10
N 3.124 -0.107 1.431 0.33 -1.74 0.53
C 2.999 0.422 0.024 0.50 -1.04 -2.42
C 1.592 -0.213 -0.498 0.21 0.58 2.05
Br 1.812 -1.732 -1.800 0.04 1.37 0.86
O 1.079 -0.842 0.707 0.47 -0.11 0.31
C 1.756 -0.527 1.975 -1.26 1.17 -0.90
C 1.909 -1.785 2.948 0.25 0.19 0.07
C 0.577 -2.232 3.720 -0.25 -1.30 0.70
C -0.788 -1.996 2.919 0.44 0.67 -0.47
S -2.235 -2.950 3.637 -0.44 1.43 -0.05
C -3.743 -1.892 3.547 -0.48 -0.26 0.78
S -5.030 -2.333 4.548 1.98 0.49 -1.82
N -3.764 -0.752 2.605 -1.05 0.26 1.03
C -3.245 0.499 3.208 1.56 2.61 1.11
C -2.442 1.440 2.228 -0.59 0.89 3.38
C -1.878 2.797 2.718 -2.27 -2.92 2.12
C -2.129 3.189 4.200 -0.99 -2.77 -0.93
C -2.891 2.231 5.190 0.34 -0.96 -3.52
C -3.476 0.844 4.716 2.33 3.22 -2.70
C -5.071 -0.560 1.947 -4.45 1.05 -2.33
C -5.961 0.715 2.186 -1.35 -1.90 -2.05
C -7.327 0.930 1.438 2.21 -2.86 -0.67
C -7.861 -0.109 0.415 3.55 -0.16 2.36
C -7.014 -1.393 0.174 1.11 2.98 2.46
C -5.643 -1.596 0.925 -1.84 2.42 0.22
C 0.957 0.789 2.441 0.06 0.11 -1.09
S 0.951 1.113 4.260 -1.30 -1.58 5.13
O 2.200 0.670 4.979 -1.82 1.18 -2.82
O -0.269 0.578 4.980 2.80 1.41 -2.97
H 7.790 0.174 2.270 -1.48 0.42 0.97
H 6.616 0.221 3.787 0.49 0.32 -1.50
H 6.908 1.725 2.720 -0.13 -1.90 0.08
H 5.655 0.710 0.748 0.22 -1.19 1.41
H 5.683 -1.004 1.612 -0.23 1.51 -0.11
H 4.138 0.065 3.426 -0.84 0.33 -1.58
H 4.962 2.546 3.076 -1.42 -1.16 -0.91
H 4.193 2.607 1.415 -0.15 -0.94 1.52
H 3.135 2.528 2.920 1.42 -0.72 -0.62
H 3.542 -1.051 1.255 -0.32 0.71 0.26
H 3.814 -0.169 -0.536 -1.17 1.34 0.64
H 3.163 1.532 -0.169 -0.65 -1.43 0.79
H 0.829 0.567 -0.878 1.45 -1.51 0.34
H 2.688 -1.522 3.763 -1.25 -0.32 -1.40
H 2.349 -2.655 2.333 -0.80 1.35 0.69
H 0.583 -1.785 4.787 -0.29 -0.50 -1.98
H 0.662 -3.376 3.891 0.08 1.84 -0.31
H -0.642 -2.349 1.830 -0.31 0.83 1.69
H -1.067 -0.893 3.010 0.28 -1.57 -0.44
H -2.299 1.095 1.137 -0.41 0.58 1.93
H -1.316 3.438 1.953 -0.94 -0.83 1.48
H -1.730 4.206 4.561 -0.80 -1.85 -0.49
H -3.045 2.553 6.277 0.30 -0.51 -1.88
H -4.045 0.164 5.443 1.04 1.15 -1.42
H -5.663 1.556 2.910 -0.30 -1.64 -1.25
H -7.908 1.903 1.650 1.05 -1.85 -0.37
H -8.845 0.137 -0.108 1.61 -0.73 0.75
H -7.407 -2.159 -0.573 0.86 1.08 1.27
H -5.070 -2.549 0.682 -0.77 1.49 0.51
H 1.399 1.709 1.890 -0.59 -1.33 1.08
H -0.121 0.698 2.031 1.68 0.07 1.23
H 0.881 2.517 4.407 0.09 -1.12 -0.75
C 0.532 -4.031 -5.909 -0.24 0.14 -0.21
O 0.558 -4.907 -6.750 -0.14 0.38 0.14
N -0.249 -2.913 -5.960 0.47 -0.38 0.29
C -0.227 -1.908 -4.918 -0.14 -0.15 -0.32
C -1.132 -2.723 -7.095 0.11 -0.31 -0.11
H 1.164 -4.075 -5.006 -0.01 0.09 0.07
H -1.228 -1.818 -4.488 0.09 0.15 0.14
H 0.071 -0.950 -5.353 -0.01 0.09 0.19
H 0.479 -2.177 -4.130 -0.14 -0.04 -0.24
H -1.828 -3.564 -7.150 -0.02 0.13 -0.16
H -0.537 -2.701 -8.011 -0.18 0.01 -0.04
H -1.690 -1.791 -6.997 0.11 -0.09 0.08
C 0.319 3.473 -0.903 -0.96 0.93 -0.43
O 1.388 3.775 -0.394 0.22 -0.20 0.24
N -0.639 4.350 -1.308 0.89 -1.13 0.35
C -1.885 3.903 -1.904 -0.09 0.19 0.04
C -0.410 5.772 -1.139 0.33 0.03 0.13
H 0.039 2.421 -1.079 -0.20 0.03 -0.09
H -1.975 4.321 -2.910 -0.16 -0.10 0.06
H -2.717 4.251 -1.289 -0.08 -0.16 -0.23
H -1.916 2.814 -1.965 -0.03 0.12 0.03
H 0.491 6.058 -1.689 -0.09 0.13 0.10
H -0.255 5.987 -0.079 0.02 0.15 -0.11
H -1.262 6.344 -1.508 0.06 -0.20 0.02
C -5.610 3.228 -3.351 -0.79 -0.09 -0.16
O -4.723 3.028 -2.536 -0.03 -0.09 0.06
N -6.908 2.846 -3.203 0.88 0.34 -0.25
C -7.917 3.109 -4.210 0.01 -0.08 0.18
C -7.282 2.149 -1.989 0.31 0.02 0.08
H -5.417 3.751 -4.303 -0.08 0.01 -0.01
H -8.708 3.721 -3.770 -0.06 -0.03 -0.18
H -8.337 2.159 -4.550 -0.10 0.13 -0.09
H -7.489 3.638 -5.063 0.03 -0.05 0.13
H -7.062 2.790 -1.131 -0.06 -0.21 0.08
H -6.687 1.237 -1.904 -0.13 0.04 0.20
H -8.343 1.897 -1.995 0.12 0.09 -0.13
C -2.017 -0.212 -11.640 0.01 -0.36 0.10
O -3.108 0.205 -11.298 0.24 -0.27 0.07
N -1.546 -1.470 -11.404 0.00 0.73 -0.20
C -0.231 -1.896 -11.842 -0.22 -0.11 0.12
C -2.386 -2.413 -10.693 -0.21 0.22 -0.03
H -1.300 0.423 -12.187 0.07 -0.07 -0.02
H -0.340 -2.747 -12.520 0.21 0.02 0.01
H 0.355 -2.196 -10.971 0.14 -0.05 -0.15
H 0.288 -1.089 -12.362 -0.12 -0.04 0.06
H -3.317 -2.553 -11.249 0.00 -0.09 0.19
H -2.625 -2.004 -9.707 -0.12 -0.16 -0.03
H -1.879 -3.372 -10.579 0.03 0.15 -0.07
C -2.527 4.397 -6.905 -0.04 -0.30 0.08
O -3.587 4.934 -6.645 0.19 -0.35 0.11
N -2.209 3.102 -6.615 0.14 0.67 -0.22
C -0.924 2.528 -6.954 -0.30 -0.05 0.08
C -3.192 2.275 -5.944 -0.23 0.31 -0.01
H -1.712 4.937 -7.414 0.05 -0.07 -0.01
H -1.079 1.676 -7.621 0.20 0.00 0.00
H -0.431 2.189 -6.038 0.16 -0.06 -0.11
H -0.287 3.261 -7.453 -0.13 -0.03 0.05
H -4.094 2.221 -6.560 -0.01 -0.11 0.15
H -3.449 2.733 -4.985 -0.06 -0.20 0.00
H -2.801 1.270 -5.777 0.04 0.14 -0.07
C 4.385 -2.894 7.449 -0.12 0.55 0.26
O 4.532 -3.132 6.261 -0.05 0.29 0.04
N 4.210 -1.656 7.990 0.16 -0.94 -0.16
C 4.041 -1.452 9.415 0.01 0.16 -0.15
C 4.192 -0.506 7.109 0.00 -0.26 -0.26
H 4.383 -3.698 8.203 -0.01 0.06 0.05
H 3.075 -0.974 9.594 0.08 -0.03 0.17
H 4.842 -0.804 9.780 -0.11 -0.04 0.16
H 4.075 -2.401 9.953 0.01 0.07 -0.13
H 3.383 -0.624 6.385 0.13 0.18 0.06
H 5.142 -0.456 6.568 -0.06 0.13 -0.03
H 4.044 0.412 7.677 0.00 -0.17 0.00
C 9.931 -4.666 7.248 -0.25 -0.23 0.23
O 10.902 -4.792 7.969 -0.36 -0.05 -0.06
N 8.697 -5.196 7.488 0.56 0.40 -0.38
C 7.584 -5.002 6.580 0.06 -0.15 0.33
C 8.491 -5.980 8.691 0.32 0.06 0.06
H 9.978 -4.090 6.309 -0.10 -0.01 -0.05
H 6.775 -4.497 7.113 -0.10 -0.03 -0.26
H 7.239 -5.977 6.228 -0.15 0.13 -0.11
H 7.880 -4.396 5.722 0.03 -0.05 0.13
H 8.713 -5.361 9.564 -0.03 -0.19 0.05
H 9.174 -6.832 8.684 -0.10 0.02 0.17
H 7.461 -6.335 8.746 0.10 0.09 -0.11

no.,maximum force (eV/Å)
1,0.79
2,0.69
3,5.53